1.
# C7H7N

C7H7N as an isolated structure in a non-equilibrium geometry (ωB97M-V/def2-TZVPD, the Open Molecules 2025 dataset).

Geometry (Å):
N -0.050 1.748 0.535
C -0.267 -0.508 -0.013
C 0.620 -0.250 -1.119
C 1.090 1.061 -1.411
C 1.017 2.044 -0.333
C -1.364 -2.219 1.176
C -0.357 -1.991 0.322
C -0.611 0.575 0.713
H 0.775 -1.114 -1.920
H -1.364 -3.432 1.802
H -1.457 0.629 1.505
H 1.633 3.047 -0.191
H 0.377 -2.987 0.197
H 1.863 0.721 -2.186
H -2.252 -1.377 1.046

Summary:
Net charge = 0
Energy above the lowest of the compared OMol25 structures with the same formula, charge and spin = 423.15 kJ/mol
DFT total energy = -325.497521 Eh


2.
# C3H13NO2S

A 3-piece molecular cluster, C3H13NO2S overall in a non-equilibrium geometry (ωB97M-V/def2-TZVPD, the Open Molecules 2025 dataset).

Geometry (Å):
S 3.040 1.689 -0.379
O -1.937 -2.133 -1.740
O -6.472 -1.463 -1.024
N 0.098 1.249 1.082
C 0.607 -1.050 1.523
C 2.443 0.403 0.747
C 0.917 0.133 0.606
H -6.329 -0.557 -1.344
H -2.639 -2.482 -2.256
H -5.727 -1.641 -0.430
H 0.451 2.190 1.013
H 2.967 -0.409 0.241
H -0.460 -1.195 1.670
H 2.711 0.671 1.765
H 1.168 -1.030 2.446
H 2.699 2.821 0.216
H 0.937 0.197 -0.498
H -0.892 1.264 0.919
H -2.020 -1.210 -1.536
H 0.931 -1.946 0.987

Summary:
SMILES = C[C@@H](N)CS.O.O
Net charge = 0
Energy above the lowest of the compared OMol25 structures with the same formula, charge and spin = 120.82 kJ/mol
DFT total energy = -725.475367 Eh


3.
# C40H42As2BF2N2O12RbSb

C40H42As2BF2N2O12RbSb as an isolated structure in a non-equilibrium geometry (ωB97M-V/def2-TZVPD, the Open Molecules 2025 dataset).

Geometry (Å):
Sb 2.534 -2.762 -0.589
Rb 1.076 2.459 -0.913
As -2.785 4.655 0.813
As -5.141 2.207 -0.831
F 1.694 8.220 -2.311
F 2.665 5.916 -2.152
O -3.171 1.587 -3.238
O 7.992 1.426 0.369
O -0.615 2.141 1.486
O -5.585 6.715 0.193
O -6.970 3.754 2.642
O 6.763 -0.377 0.754
O -5.387 6.376 2.420
O -6.583 1.631 1.996
O 2.234 0.120 0.096
O 4.124 -1.000 0.665
O -1.209 1.762 -2.155
O -2.276 0.603 1.166
N 3.443 2.421 0.737
N 4.312 3.438 0.873
C 1.416 -4.694 -2.963
C 5.593 -3.044 -0.976
C 0.718 -5.401 -0.774
C -3.194 2.444 -0.939
C 1.244 -2.966 1.111
C -5.523 3.334 -2.504
C -0.117 1.478 2.694
C -8.163 3.143 3.239
C 0.501 -5.659 -3.510
C -0.305 -3.266 3.409
C 6.027 -5.740 -0.491
C 2.279 -3.902 -3.907
C -1.869 1.738 1.025
C 4.551 -3.848 -0.498
C -6.329 2.811 1.874
C 5.627 1.693 0.607
C -0.176 -6.558 -2.693
C -4.766 4.583 0.952
C -0.823 -2.596 2.321
C 4.193 1.331 0.558
C -5.383 3.395 0.833
C -5.643 8.099 0.527
C -0.086 -2.609 1.100
C 3.795 -6.223 0.310
C 5.606 3.086 0.821
C 1.771 -3.491 2.236
C 7.017 -4.968 -1.106
C -0.831 -2.226 -0.189
C 1.014 -3.781 3.368
C -2.489 2.805 0.253
C 6.887 0.933 0.521
C 4.799 -5.174 -0.222
C -2.589 4.609 2.751
C -0.045 -6.438 -1.309
C 3.470 0.070 0.374
C -2.434 1.922 -2.146
C 1.504 -4.621 -1.565
C -5.307 5.960 1.308
C 6.853 -3.608 -1.274
C -2.600 0.604 -4.158
B 1.954 6.966 -2.554
H -0.762 -1.127 -0.363
H -1.875 -2.533 0.041
H 6.406 3.768 0.900
H -0.499 -2.733 -1.077
H -6.628 3.439 -2.582
H 5.365 -1.986 -1.091
H -9.008 3.145 2.509
H -7.972 2.114 3.642
H 0.922 1.349 2.564
H -0.629 -7.098 -0.665
H 4.369 -6.854 0.996
H -0.751 -7.388 -3.097
H -2.881 -0.332 -3.724
H 5.823 -0.742 0.623
H -3.338 5.335 3.179
H 3.982 4.396 1.015
H 7.564 -2.925 -1.709
H 1.434 -4.184 4.296
H -8.556 3.795 4.052
H 2.877 -3.115 -3.329
H -1.731 -2.014 2.238
H -5.057 4.349 -2.316
H 1.589 -3.340 -4.578
H 6.166 -6.807 -0.405
H 3.009 -4.448 -4.436
H 0.741 -5.205 0.286
H -3.231 0.615 -5.052
H -0.356 2.026 3.644
H 0.292 -5.622 -4.597
H -2.716 3.613 3.290
H 3.507 -6.801 -0.587
H -6.638 8.227 1.027
H -4.880 8.368 1.214
H 7.949 -5.513 -1.380
H -5.035 2.747 -3.277
H 2.817 -3.839 2.208
H -5.627 8.590 -0.451
H -1.611 5.056 2.969
H -0.862 -3.146 4.353
H -0.731 0.566 2.746
H -1.569 0.607 -4.313
H 2.868 -5.838 0.804

Summary:
Net charge = -1
DFT total energy = -7522.214858 Eh


4.
# C41H66Al3BBrF4NO15S2

C41H66Al3BBrF4NO15S2 as an isolated structure in a non-equilibrium geometry (ωB97M-V/def2-TZVPD, the Open Molecules 2025 dataset).

Geometry (Å):
Br -7.183 -1.752 3.570
S -3.092 0.818 -5.540
S -3.872 -3.627 -4.888
Al 2.912 -3.031 3.778
Al 5.912 4.071 5.571
Al -7.288 -6.031 3.034
F -7.432 -7.826 2.986
F -8.786 -5.327 3.743
F -7.062 -5.402 1.362
F -5.870 -5.570 4.045
O -4.309 0.405 5.061
O 7.944 -4.466 -2.743
O -1.469 2.281 5.732
O -1.289 2.366 -2.069
O 1.466 0.698 -5.445
O 1.430 -1.479 -6.137
O 8.520 -4.512 -0.529
O 0.208 1.575 -8.001
O 0.035 -0.651 -4.641
O 8.789 -6.356 -1.855
O 0.376 1.532 9.382
O -4.406 -2.596 -5.838
O -0.564 -0.050 5.132
O -1.832 0.379 -6.226
O -3.019 -0.233 2.630
N 1.674 1.650 -1.647
C -8.365 -0.460 2.542
C -0.415 1.983 3.279
C -3.247 -5.006 -5.876
C 6.075 1.665 -0.490
C -8.124 0.566 0.032
C -1.763 0.967 10.023
C 1.246 -1.082 3.721
C -6.104 1.890 -1.628
C 0.991 2.880 3.240
C -3.391 1.957 -0.688
C -8.149 -0.825 0.955
C -4.505 2.328 -1.848
C 1.052 -0.486 -5.476
C -2.713 0.830 1.872
C 8.208 -5.348 -3.818
C 2.958 4.406 1.877
C -1.347 1.729 1.954
C -5.289 -4.518 -4.201
C -4.482 0.320 -6.584
C 1.530 3.574 1.851
C -3.846 1.203 0.699
C 1.839 3.125 -1.950
C 8.320 -6.680 -3.150
C -6.573 1.092 -0.270
C -0.767 1.117 8.860
C 5.564 3.585 1.437
C -0.827 2.477 0.552
C 0.580 3.380 0.501
C 8.426 -5.063 -1.613
C -1.760 2.298 -0.820
C 6.572 3.033 0.265
C 5.898 2.786 2.830
C 3.839 -1.355 -0.084
C -5.450 0.772 0.903
C 5.471 -1.001 -0.021
C 1.127 4.133 -0.868
C 4.005 3.498 0.940
C 0.918 -0.271 5.118
C 6.463 -2.244 -0.515
C 6.000 0.332 0.469
C -3.274 2.596 -5.823
B -0.828 1.352 4.739
H 2.906 5.472 1.398
H 9.022 -7.344 -3.662
H 0.635 2.368 -7.645
H 1.200 -0.973 6.015
H -4.540 -0.771 -6.590
H 0.263 -1.032 3.051
H -2.731 0.623 9.641
H 0.079 0.288 -4.368
H 6.919 -2.061 -1.584
H -9.488 -0.601 2.911
H 2.100 -0.560 3.113
H 3.687 2.366 0.948
H 5.818 4.738 1.601
H -2.476 3.116 -5.289
H 7.399 -5.317 -4.552
H 6.607 3.880 -0.576
H -0.207 1.165 -7.227
H 7.054 2.490 2.786
H -4.934 -5.356 -3.596
H -4.331 0.680 -7.605
H 6.902 1.424 -1.317
H -4.013 -5.340 -6.580
H -4.242 2.929 -5.441
H -1.423 0.230 10.762
H 3.014 3.310 -2.053
H -1.274 1.764 8.127
H -8.636 0.245 -0.998
H 1.534 0.723 5.187
H -2.959 -5.828 -5.216
H -7.150 -1.444 0.874
H 2.155 1.358 -0.767
H 0.192 4.673 -1.349
H -2.370 -4.666 -6.432
H -6.927 2.143 -2.455
H 1.370 3.399 -3.013
H -1.936 1.919 10.541
H 3.550 -1.913 -1.091
H 3.295 -0.323 0.023
H -5.410 0.728 -6.176
H -5.858 -3.832 -3.570
H 5.322 1.767 2.965
H -3.198 2.813 -6.891
H 7.684 2.889 0.613
H -4.173 2.883 -2.849
H -5.722 0.228 1.930
H 7.303 -2.384 0.288
H 6.377 0.320 1.601
H -8.709 1.434 0.553
H -5.928 -4.883 -5.008
H -7.942 0.617 2.812
H 9.142 -5.043 -4.303
H 3.885 3.927 -0.151
H -9.014 -1.572 0.613
H 5.783 3.515 3.743
H -0.855 3.086 5.846
H 5.063 1.761 -1.077
H 1.626 3.011 4.236
H 7.353 -7.185 -3.061
H 1.459 -2.218 3.970
H 1.904 5.009 -0.636
H -3.667 0.617 4.408
H 3.490 -2.011 0.846
H 3.410 4.408 2.980
H -0.784 0.147 8.340
H 5.821 -3.250 -0.538
H 1.913 1.040 -2.459

Summary:
Net charge = +2
DFT total energy = -7305.188005 Eh